Record 1
# C20H38N2O8P2S

A molecular structure, C20H38N2O8P2S at a distorted geometry (ωB97M-V with the def2-TZVPD basis set, the Open Molecules 2025 dataset).

Results
E_HOMO	-8.9	eV
E_tot	-2577.21733	hartree
orbital gap	7.50	eV

CARTESIAN COORDINATES (ANGSTROEM)
C (-9.10, -7.11, 2.81)
C (-8.02, -6.04, 2.50)
C (-6.64, -6.60, 2.24)
C (-6.36, -7.68, 1.45)
C (-5.02, -8.14, 1.24)
C (-3.95, -7.56, 1.84)
C (-4.19, -6.44, 2.69)
N (-3.25, -5.75, 3.37)
S (-4.10, -4.61, 4.12)
N (-5.61, -4.87, 3.67)
C (-5.52, -5.96, 2.87)
H (-9.38, -7.05, 3.86)
H (-10.00, -6.85, 2.25)
H (-8.83, -8.13, 2.52)
H (-7.95, -5.38, 3.36)
H (-8.34, -5.45, 1.64)
H (-7.18, -8.19, 0.96)
H (-4.85, -8.98, 0.58)
H (-2.94, -7.90, 1.71)
O (1.29, -1.90, 1.32)
P (0.63, -0.60, 1.59)
O (1.65, 0.24, 2.53)
C (2.87, 0.72, 1.96)
C (2.66, 1.99, 1.15)
O (-0.48, -1.04, 2.72)
C (-0.90, -2.40, 2.85)
C (-0.18, -3.08, 3.99)
O (-0.27, 0.70, 1.19)
C (-1.40, 0.52, 0.30)
C (-2.68, 0.27, 1.08)
H (3.34, -0.06, 1.36)
H (3.54, 0.93, 2.80)
H (2.07, 1.77, 0.25)
H (3.61, 2.41, 0.84)
H (2.11, 2.73, 1.72)
H (-0.77, -2.94, 1.91)
H (-1.98, -2.39, 3.06)
H (0.91, -3.00, 3.89)
H (-0.44, -4.14, 4.04)
H (-0.44, -2.61, 4.94)
H (-1.21, -0.29, -0.41)
H (-1.49, 1.44, -0.27)
H (-2.76, -0.77, 1.38)
H (-3.55, 0.50, 0.46)
H (-2.71, 0.88, 1.98)
O (3.11, 4.56, -2.32)
P (4.10, 4.77, -3.43)
O (5.45, 4.37, -2.55)
C (5.73, 3.00, -2.31)
C (6.37, 2.34, -3.52)
O (4.18, 6.41, -3.27)
C (3.06, 7.18, -2.84)
C (3.16, 7.51, -1.37)
O (5.13, 4.97, -4.72)
C (4.59, 5.40, -6.00)
C (4.63, 6.91, -6.13)
H (4.81, 2.47, -2.03)
H (6.41, 2.95, -1.47)
H (5.67, 2.28, -4.36)
H (6.70, 1.33, -3.28)
H (7.23, 2.92, -3.86)
H (2.12, 6.66, -3.07)
H (3.05, 8.10, -3.42)
H (3.30, 6.61, -0.77)
H (2.26, 8.02, -1.03)
H (4.02, 8.15, -1.18)
H (3.57, 5.02, -6.13)
H (5.22, 4.95, -6.76)
H (3.79, 7.38, -5.63)
H (4.58, 7.20, -7.19)
H (5.54, 7.32, -5.69)


Record 2
# C3H5N2S

A gas-phase ion, C3H5N2S (charge +1) at a distorted geometry (ωB97M-V with the def2-TZVPD basis set, the Open Molecules 2025 dataset).

Results
E_HOMO (spin up / spin down)	-13.5 / -13.7	eV
E_tot	-624.60583	hartree
structure (SMILES)	[NH2+]=N/C=C\C=S
energy relative to the best compared isomer or geometry (same formula, charge and spin)	89.3	kcal per mole
orbital gap (spin up / spin down)	6.12 / 6.31	eV
total charge	+1

CARTESIAN COORDINATES (ANGSTROEM)
C (-0.45, -1.28, -0.35)
C (0.26, -0.09, -0.18)
C (-1.36, -1.99, 0.47)
N (0.07, 0.69, 0.83)
N (0.62, 1.82, 0.91)
S (-1.50, -1.63, 2.05)
H (-0.34, -1.74, -1.32)
H (0.83, 0.38, -1.00)
H (-1.49, -3.06, -0.05)
H (0.99, 2.15, 0.00)
H (0.50, 2.57, 1.62)


Record 3
# C5H12S

A molecular structure, C5H12S at a distorted geometry (ωB97M-V with the def2-TZVPD basis set, the Open Molecules 2025 dataset).

Results
E_HOMO	-9.0	eV
E_tot	-595.72331	hartree
energy relative to the best compared isomer or geometry (same formula, charge and spin)	99.6	kcal per mole
orbital gap	9.81	eV

CARTESIAN COORDINATES (ANGSTROEM)
C (2.09, -2.13, -0.88)
C (1.09, -1.29, 0.07)
C (0.42, -0.19, -0.88)
C (-0.89, 0.23, -0.11)
C (-1.86, 1.09, -0.85)
H (3.34, -1.69, -0.97)
H (2.20, -3.45, -0.70)
H (1.40, -2.34, -1.92)
H (0.32, -2.17, 0.37)
H (1.81, -0.86, 0.84)
H (0.02, -0.81, -1.53)
H (1.16, 0.43, -1.13)
H (-1.28, -0.87, 0.29)
H (-1.46, 2.18, -1.09)
H (-2.62, 1.01, -0.07)
H (-2.31, 0.66, -1.82)
H (-1.45, 1.44, 2.19)
S (-0.39, 1.26, 1.34)


Record 4
# C20H22N2O8

A molecular structure, C20H22N2O8 at a distorted geometry (ωB97M-V with the def2-TZVPD basis set, the Open Molecules 2025 dataset).

Results
E_HOMO	-8.8	eV
E_tot	-1486.15021	hartree
orbital gap	8.27	eV

CARTESIAN COORDINATES (ANGSTROEM)
C (-0.63, -3.56, -3.18)
C (-1.15, -3.07, -1.98)
H (-2.17, -3.33, -1.89)
H (-0.64, -3.39, -1.14)
O (-1.40, -1.81, -2.12)
C (-0.39, -1.03, -1.64)
O (0.68, -1.54, -1.34)
C (-0.59, 0.53, -1.74)
C (-1.72, 1.35, -1.84)
C (-1.17, 2.59, -1.51)
C (0.07, 2.73, -1.23)
O (0.41, 1.35, -1.42)
C (1.24, 3.32, -1.00)
H (1.08, 3.98, 0.16)
H (1.26, 4.31, -1.73)
O (2.39, 2.79, -0.84)
C (2.70, 1.72, 0.02)
O (2.00, 1.76, 1.07)
C (3.82, 0.97, -0.50)
N (3.20, -0.39, 0.06)
C (3.55, -0.99, 1.04)
O (4.46, -0.55, 1.90)
C (2.59, -1.90, 1.70)
N (1.27, -1.30, 1.99)
C (0.16, -1.67, 1.11)
O (0.15, -2.96, 0.91)
C (-1.00, -1.11, 1.40)
C (-0.87, 0.62, 1.52)
C (-2.12, 1.21, 1.62)
C (-3.27, 0.64, 1.38)
C (-3.39, -0.59, 1.11)
C (-2.30, -1.51, 1.08)
H (-2.30, -2.51, 1.11)
H (-4.38, -1.30, 0.98)
O (-4.38, 1.48, 1.27)
C (-5.60, 1.24, 1.11)
H (-6.28, 1.91, 0.91)
H (-5.93, 0.38, 2.15)
H (-5.75, 0.57, 0.13)
H (-2.09, 2.45, 1.72)
H (0.12, 0.88, 1.83)
H (1.23, -0.33, 2.42)
H (2.35, -2.87, 0.95)
H (2.92, -2.57, 2.61)
H (2.27, -0.70, -0.58)
H (4.80, 0.98, 0.11)
H (3.99, 0.82, -1.47)
H (-1.66, 3.39, -1.47)
H (-2.64, 1.11, -2.08)
H (-0.80, -4.58, -3.21)
H (0.37, -3.16, -3.40)
H (-1.23, -3.17, -4.18)


Record 5
# C3H10N2O

2 unconnected molecules or ions with the total composition C3H10N2O at a distorted geometry (ωB97M-V with the def2-TZVPD basis set, the Open Molecules 2025 dataset).

Results
E_HOMO	-8.4	eV
E_tot	-304.96614	hartree
structure (SMILES)	C=CN.NCO
energy relative to the best compared isomer or geometry (same formula, charge and spin)	68.1	kcal per mole
orbital gap	9.30	eV

CARTESIAN COORDINATES (ANGSTROEM)
C (-1.53, 0.38, 2.24)
C (-1.72, 0.04, 0.91)
N (-2.16, -0.24, 3.29)
H (-0.65, 0.94, 2.58)
H (-1.33, 0.63, 0.06)
H (-2.00, -0.90, 0.53)
H (3.12, 1.13, -3.19)
H (-2.63, -1.09, 2.97)
H (-2.65, 0.42, 3.86)
N (2.02, -0.65, -1.16)
C (1.63, 0.19, -2.26)
O (2.67, 0.24, -3.21)
H (1.73, -1.63, -1.48)
H (1.49, -0.40, -0.30)
H (1.29, 1.17, -2.08)
H (0.73, -0.25, -2.76)


Record 6
# C7H13N2O

A gas-phase ion, C7H13N2O (charge +1) at a distorted geometry (ωB97M-V with the def2-TZVPD basis set, the Open Molecules 2025 dataset).

Results
E_HOMO	-13.8	eV
E_tot	-458.96407	hartree
structure (SMILES)	CN(C)/C=[NH+]/C(=O)C1CC1
energy relative to the best compared isomer or geometry (same formula, charge and spin)	68.9	kcal per mole
orbital gap	9.86	eV
total charge	+1

CARTESIAN COORDINATES (ANGSTROEM)
C (1.22, -0.70, -0.36)
C (-1.19, -0.49, -0.90)
C (-3.90, 0.07, -0.49)
C (-3.29, 0.51, 0.81)
C (-2.48, 0.45, -0.51)
C (3.62, -1.04, -0.01)
C (2.38, 1.01, 0.78)
N (2.38, -0.32, 0.11)
N (0.03, -0.05, -0.23)
O (-1.25, -1.48, -1.58)
H (1.09, -1.76, -0.76)
H (-4.39, -0.91, -0.63)
H (-4.56, 0.76, -0.88)
H (-3.27, 1.50, 1.22)
H (-3.07, -0.29, 1.57)
H (-2.20, 1.44, -0.72)
H (3.26, -1.91, -0.63)
H (4.35, -0.40, -0.61)
H (3.94, -1.34, 0.96)
H (3.45, 1.43, 0.89)
H (1.74, 1.69, 0.20)
H (2.06, 0.84, 1.80)
H (0.06, 0.99, -0.02)


Record 7
# C30H23F10IN5O2SV

A molecular structure, C30H23F10IN5O2SV at a distorted geometry (ωB97M-V with the def2-TZVPD basis set, the Open Molecules 2025 dataset).

Results
E_HOMO (spin up / spin down)	-13.2 / -13.2	eV
E_tot	-4219.23665	hartree
energy relative to the best compared isomer or geometry (same formula, charge and spin)	0.0	kcal per mole
orbital gap (spin up / spin down)	5.56 / 5.54	eV
total charge	+2

CARTESIAN COORDINATES (ANGSTROEM)
V (-0.15, 0.05, -0.57)
C (-3.80, -0.50, -0.82)
N (-2.57, -1.24, -0.51)
C (-2.54, -1.66, 0.88)
C (-2.06, -0.48, 1.68)
N (-0.76, -0.08, 1.15)
C (0.27, 0.14, 2.11)
C (0.62, -0.84, 3.05)
F (-0.05, -1.99, 3.07)
C (1.68, -0.65, 3.91)
F (2.00, -1.60, 4.78)
C (2.43, 0.51, 3.85)
F (3.44, 0.69, 4.67)
C (2.13, 1.49, 2.90)
F (2.85, 2.59, 2.81)
C (1.06, 1.28, 2.05)
F (0.80, 2.18, 1.09)
C (-2.30, -2.26, -1.52)
C (-1.57, -1.57, -2.64)
N (-0.36, -0.97, -2.09)
C (0.83, -1.14, -2.84)
C (1.25, -2.38, -3.34)
F (0.53, -3.47, -3.09)
C (2.45, -2.50, -4.02)
F (2.84, -3.68, -4.46)
C (3.25, -1.38, -4.23)
F (4.38, -1.50, -4.88)
C (2.86, -0.14, -3.73)
F (3.62, 0.92, -3.90)
C (1.67, -0.05, -3.04)
F (1.30, 1.13, -2.51)
H (-4.67, -1.15, -0.68)
H (-3.90, 0.38, -0.19)
H (-3.79, -0.15, -1.85)
H (-3.52, -1.97, 1.25)
H (-1.85, -2.50, 1.00)
H (-2.75, 0.36, 1.55)
H (-2.00, -0.69, 2.75)
H (-1.68, -3.05, -1.09)
H (-3.21, -2.71, -1.91)
H (-1.34, -2.24, -3.47)
H (-2.19, -0.75, -3.03)
C (-0.47, 5.97, 1.24)
C (-1.52, 4.96, 0.90)
C (-2.83, 5.02, 1.29)
C (-3.70, 3.99, 0.90)
N (-3.27, 2.96, 0.14)
C (-2.02, 2.95, -0.25)
S (-1.47, 1.77, -1.43)
N (-1.15, 3.91, 0.14)
C (-5.13, 3.98, 1.28)
H (-0.91, 6.81, 1.78)
H (0.00, 6.35, 0.33)
H (0.30, 5.52, 1.86)
H (-3.19, 5.84, 1.88)
H (-0.19, 3.83, -0.18)
H (-5.42, 4.87, 1.84)
H (-5.34, 3.10, 1.88)
H (-5.74, 3.90, 0.38)
I (4.29, -6.80, 0.41)
C (3.80, -4.79, 0.26)
C (4.80, -3.83, 0.27)
C (4.47, -2.49, 0.18)
C (3.14, -2.11, 0.07)
C (2.13, -3.08, 0.06)
C (2.46, -4.41, 0.15)
C (2.85, -0.67, -0.01)
O (3.58, 0.26, 0.10)
O (1.48, -0.40, -0.28)
H (5.84, -4.12, 0.36)
H (5.25, -1.73, 0.19)
H (1.09, -2.79, 0.01)
H (1.69, -5.17, 0.15)